[1]
Here is a structure of composition C6H13CuO3 in a non-equilibrium geometry from OMol25. Energies are from ωB97M-V/def2-TZVPD.

XYZ file:
```
23
Properties=species:S:1:pos:R:3:forces:R:3
C -3.2568 -1.3946 -0.7957 -0.1 0.4 -0.3
C -3.2610 -0.2411 -0.1243 -0.5 -0.5 0.3
C -2.0386 0.3991 0.4662 -0.1 0.1 -0.3
C -1.6724 1.7038 -0.2242 -1.0 -0.3 -1.2
O -0.3256 2.0160 -0.1001 5.6 -0.9 -0.4
Cu 1.1258 2.0047 1.7061 -0.7 -0.2 -1.3
H -2.3510 -1.7551 -1.2906 -0.1 -0.3 0.7
H -4.2110 0.2586 0.0915 0.2 -0.4 0.3
H -4.1730 -1.9655 -0.9617 0.2 0.5 -0.4
H -1.1935 -0.3034 0.4003 -0.1 0.2 -0.1
H -2.2235 0.6167 1.5324 0.1 -0.3 -0.2
H -2.2655 2.5493 0.1755 0.5 -0.3 0.0
H -1.9067 1.6775 -1.3064 0.0 -0.2 0.5
O 2.1145 1.0744 -0.1521 -0.4 0.2 -0.1
C 2.6826 -0.1255 -0.5220 -0.6 -0.2 0.3
C 3.3413 -0.8927 0.6071 0.3 0.0 0.5
O 3.3419 -2.2517 0.2422 0.0 0.1 -0.2
H 0.6882 1.3652 -0.7366 -3.3 2.1 2.3
H 3.3825 0.0488 -1.3634 -0.2 0.1 -0.1
H 1.8513 -0.7237 -0.9586 0.3 -0.1 -0.1
H 2.7664 -0.7507 1.5399 0.1 0.2 -0.3
H 4.3647 -0.5097 0.7536 -0.2 -0.2 0.1
H 3.2196 -2.8002 1.0211 0.1 -0.1 0.0
```
Positions in Å, forces in eV/Å.

Output
- 2S+1 = 2
- charge = +1
- expectation value of S² = 0.76
- Kohn-Sham gap (spin up / spin down) (eV) = 6.8 / 4.5
- energy relative to the best compared isomer or geometry (same formula, charge and spin) (kJ/mol) = 238.17
- highest occupied orbital energy (spin up / spin down) (eV) = -12.3 / -12.2

[2]
Here is a cluster of 2 separate species, C6H13F2O5P in total in a non-equilibrium geometry from OMol25. Energies are from ωB97M-V/def2-TZVPD.

XYZ file:
```
27
Properties=species:S:1:pos:R:3:forces:R:3
C 0.1998 -3.0010 -0.0514 -0.4 0.7 1.9
C -2.5354 1.7699 0.3946 2.0 3.2 -0.4
C -0.9315 -1.9785 0.1641 1.8 0.6 0.8
C -1.0864 2.5298 0.4562 -2.3 1.4 1.9
C 2.0817 0.1983 -1.9922 0.2 -2.6 1.3
C 2.0550 0.0493 0.7386 0.5 0.0 -0.6
O -0.4412 0.0624 2.2738 -0.3 0.2 0.7
O 1.1744 -0.7781 -2.0097 3.1 2.4 -1.7
O 1.9787 1.4537 -1.7837 -1.8 0.0 -0.2
O -0.4410 -0.5985 -0.1988 0.0 -1.1 0.9
O 0.0515 1.6777 0.2117 0.1 0.6 0.2
F 2.7537 0.9546 1.5276 -0.1 0.2 -0.2
F 2.4408 -1.1865 1.2364 -0.1 -0.3 0.1
P 0.2967 0.2773 1.0359 -1.0 0.1 -1.4
H 1.1437 -2.7521 0.5114 -1.0 -0.1 -1.0
H -0.1248 -3.9722 0.2981 -0.3 -0.2 0.2
H 0.2682 -3.0806 -1.0810 1.1 -0.3 -2.1
H -2.6258 1.1912 1.2566 -0.1 -1.7 0.9
H -3.3646 2.4764 0.4334 0.3 0.7 0.4
H -2.6956 1.3778 -0.5709 0.2 -1.4 -0.8
H -1.0373 -1.8793 1.2657 -1.3 -0.3 -0.9
H -1.7720 -2.1836 -0.5312 0.2 0.3 1.1
H -0.9989 3.0663 1.4954 0.0 -1.5 -1.6
H -1.0880 3.4509 -0.1924 0.4 -1.5 -0.1
H 3.0814 -0.1170 -2.2974 -0.3 0.1 -0.3
H 0.4916 -0.6229 -1.3187 -1.5 0.1 0.9
H 1.1251 1.6146 -1.2721 0.5 0.4 -0.1
```
Positions in Å, forces in eV/Å.

Output
- 2S+1 = 1
- charge = 0
- Kohn-Sham gap (eV) = 7.5
- energy relative to the best compared isomer or geometry (same formula, charge and spin) (kJ/mol) = 138.01
- highest occupied orbital energy (eV) = -7.4

[3]
Here is a structure of composition C6H13FKNO in a non-equilibrium geometry from OMol25. Energies are from ωB97M-V/def2-TZVPD.

XYZ file:
```
23
Properties=species:S:1:pos:R:3:forces:R:3
C -2.0774 0.9686 -1.8358 -0.1 -0.2 0.1
C -1.6199 0.1868 -0.6261 0.0 0.1 -0.7
O -0.5501 -0.6235 -0.9396 0.5 -0.1 0.1
C -0.1618 -1.4031 0.1978 -0.4 -0.1 -0.1
C 1.3445 -1.7096 0.2642 -0.1 -0.1 0.2
N 2.0712 -0.9537 1.2122 0.3 0.0 -0.1
C 2.3591 0.3426 0.8412 -0.2 -0.1 0.5
C 1.2520 1.4247 0.9839 -0.1 0.1 -0.2
F 2.7667 0.4885 -0.5507 0.2 0.1 -0.2
H -1.2024 1.3752 -2.3269 0.1 0.2 -0.1
H -2.7543 1.7690 -1.5489 0.0 0.2 0.0
H -2.6091 0.3137 -2.5178 0.1 -0.1 -0.3
H -1.3375 0.8667 0.1900 -0.2 0.0 0.2
H -2.4334 -0.4732 -0.2997 0.5 0.5 -1.5
H -0.3845 -0.8419 1.1120 0.0 0.1 0.2
H -0.7660 -2.3292 0.2020 -0.1 -0.1 -0.1
H 1.4172 -2.7636 0.5430 0.0 -0.2 0.0
H 1.7067 -1.6240 -0.7676 0.0 0.0 -0.2
H 3.2258 0.6825 1.4127 0.1 0.1 0.0
H 0.8464 1.6830 0.0058 -0.1 0.0 -0.1
H 1.6478 2.3359 1.4253 0.1 0.2 0.0
H 0.4548 1.0661 1.6285 0.0 -0.1 0.2
K -3.1958 -0.7815 1.3948 -0.7 -0.5 2.1
```
Positions in Å, forces in eV/Å.

Output
- 2S+1 = 1
- charge = 0
- Kohn-Sham gap (eV) = 3.2
- energy relative to the best compared isomer or geometry (same formula, charge and spin) (kJ/mol) = 0.00
- highest occupied orbital energy (eV) = -4.9

[4]
Here is a cluster of 2 separate species, C6H13IO3 in total in a non-equilibrium geometry from OMol25. Energies are from ωB97M-V/def2-TZVPD.

XYZ file:
```
23
Properties=species:S:1:pos:R:3:forces:R:3
C 0.5000 0.9517 3.2097 -0.8 -1.4 2.3
C -3.0143 -0.3089 -3.0747 -1.1 -1.0 1.5
C 2.6703 -0.2876 -0.2982 1.9 1.9 -2.9
C 1.4134 0.5247 2.1109 0.8 -0.8 -0.7
C -1.9449 -0.2488 -1.9825 -0.7 1.9 -0.7
C 0.7708 -0.4059 1.0091 2.7 0.0 0.1
O -0.9025 -1.6334 0.2796 -1.0 -2.0 -1.3
O 1.5792 -1.0047 0.0595 -4.1 -0.6 2.9
O -0.4344 -0.7287 1.1071 1.5 1.6 1.5
I -0.0350 0.1346 -3.1274 -0.8 -0.3 1.2
H 1.0703 1.4200 4.0859 -0.7 -0.9 -1.3
H -0.1264 0.0482 3.5614 1.2 1.3 -0.2
H -0.2276 1.6488 2.9157 -0.9 1.1 -0.6
H -2.6911 -0.5555 -4.0498 0.5 -0.6 -0.9
H -3.8362 -0.9860 -2.7589 0.6 0.0 -0.2
H -3.5192 0.6152 -3.1572 -0.3 1.3 -0.2
H 2.2896 0.5871 -0.8617 0.4 0.5 0.9
H 3.1085 -0.7630 -1.2280 0.2 -0.3 1.7
H 3.3483 -0.0332 0.5438 -0.1 -0.3 -0.9
H 2.2260 -0.0335 2.6769 -0.6 0.3 -1.4
H 1.8769 1.4136 1.6265 -0.2 -0.7 0.2
H -2.1620 0.6908 -1.4053 0.8 -0.8 -0.5
H -1.9597 -1.0457 -1.2425 0.9 -0.2 -0.6
```
Positions in Å, forces in eV/Å.

Output
- 2S+1 = 1
- charge = 0
- Kohn-Sham gap (eV) = 9.2
- energy relative to the best compared isomer or geometry (same formula, charge and spin) (kJ/mol) = 42.76
- highest occupied orbital energy (eV) = -8.7